227
Properties=species:S:1:pos:R:3:mulliken_charge:R:1 method="wB97M-V/def2-TZVPD" lumo_energy_ev=0.34 total_energy_ev=-105371.239 orbital_gap_ev=9.12 relative_energy_kcal_mol=6.1
H -6.818 -1.202 5.384 0.3353
H -9.285 -3.680 3.966 0.2785
H 4.526 -5.351 6.044 0.2737
H -0.983 3.345 1.641 -0.1583
H 4.259 6.680 -2.920 0.3621
H 0.057 -1.169 9.016 0.3127
H 1.137 -4.880 3.099 0.6077
H 1.633 1.840 -8.697 0.4302
H 2.085 5.156 4.229 0.3976
H 0.834 4.462 -3.256 -1.3554
C 0.093 1.690 -3.717 0.2049
C -0.636 -3.407 1.365 -2.1997
O 4.421 2.641 -3.185 0.2810
H -6.461 -4.607 -1.287 0.5405
H -4.368 -2.844 2.640 0.3794
C 2.028 2.786 -8.325 -1.0328
H 3.923 3.550 0.177 0.4084
N -9.518 -2.706 3.835 -0.7018
C 3.706 -1.565 5.666 1.0037
H -3.570 1.392 -2.452 0.2774
C 1.960 4.209 -0.517 -0.2990
N 4.101 -2.858 0.413 -0.8239
N -2.807 -0.931 -1.489 0.2423
C -2.782 3.249 0.681 0.2112
H -6.166 -6.261 1.631 0.2982
H 0.375 0.836 -4.333 0.3052
C 2.239 4.149 3.841 -0.7778
H -6.812 -3.485 2.951 0.4073
H 0.753 -0.890 0.075 -0.5524
H -0.453 0.973 7.879 0.4982
H 5.281 -0.523 6.901 0.4173
C 5.326 -0.736 0.067 -1.4506
C 5.357 4.826 -2.435 1.6098
H 0.933 3.860 -0.615 -0.3748
H 5.194 1.422 -4.720 0.5120
H 1.678 -2.680 -1.134 -1.2326
C 4.073 -1.409 0.706 2.8706
H -7.102 -2.802 5.573 0.3187
H -0.911 5.794 -2.397 0.2122
H 1.807 4.890 -8.478 0.1586
H -3.375 -4.608 0.343 0.0466
C -3.352 2.075 1.491 -1.1303
H 4.486 -1.626 4.908 -0.1341
H -0.292 5.004 -9.881 0.4424
H 1.608 5.034 -10.813 0.3080
H 4.854 4.661 -1.481 -0.4777
H 1.120 1.266 -0.365 -1.6675
H -0.005 -2.615 8.014 0.3181
H -1.463 -5.780 -2.155 0.3739
H -3.739 -0.996 -6.009 0.2356
H 3.673 -1.429 -2.870 0.3703
C -3.642 0.602 -3.200 -1.4972
H 6.204 -1.070 0.619 0.3683
C -0.955 -4.984 -2.701 -0.7967
H -8.472 -0.931 3.671 0.2532
H 1.082 4.484 -5.613 0.1928
H -2.781 0.626 -3.867 0.2159
C -3.775 -0.794 -2.510 0.5409
C 0.092 -3.632 4.929 -0.9201
H -2.787 -2.113 -3.930 0.3567
O -5.332 -4.894 0.413 -0.3578
H 2.493 -3.738 2.940 0.1878
N 0.656 5.287 -5.173 -0.7049
C -0.725 6.163 1.781 -0.7577
C 4.245 -0.444 6.569 -1.7257
H -0.425 3.230 -9.560 0.3095
H -3.688 2.382 2.481 0.5848
H 3.203 -0.939 0.247 -0.8499
H -0.571 -5.392 -3.636 0.3377
H -0.057 5.336 -5.887 0.3034
H -0.512 -0.324 1.206 0.1613
H -0.230 -0.298 4.142 -0.4566
H -1.054 -2.630 2.005 0.2170
H -1.669 0.349 6.835 0.5008
N 1.264 -4.611 0.497 -0.3334
H 5.106 5.855 -4.246 0.4425
H 5.424 -1.025 -0.980 0.4675
H 3.661 5.094 -3.647 -0.0002
H -0.402 1.325 3.524 -0.2871
C -0.518 6.166 -3.344 -1.4733
H -1.078 -4.343 1.707 0.6591
H -4.216 1.660 0.971 0.3154
H 3.652 1.439 -0.155 -0.7249
H 6.191 2.535 -0.266 0.2711
O 5.190 0.674 0.153 -0.4295
H 3.040 -4.323 -3.119 0.3580
C 0.693 -3.285 -2.803 -0.8748
H 3.241 -2.960 7.306 0.3430
H -3.876 -2.732 -5.934 0.3222
N 1.259 1.570 5.740 -0.7536
C -1.071 3.743 -4.012 -0.2052
C -7.318 -6.081 0.053 0.5015
H -0.352 -2.928 5.633 -0.0690
C 0.058 4.844 -3.918 2.4709
C 2.465 1.952 -6.140 -0.2362
H 2.063 -0.725 -2.466 0.0196
C -0.588 0.440 6.938 -1.4063
N 2.824 1.914 -0.487 2.1078
C -8.254 -1.972 3.912 0.3386
C -8.824 -5.924 -0.239 -1.4061
H 0.163 7.004 -3.199 0.3838
H 1.234 -2.581 1.013 -1.7605
O 0.143 -0.790 6.999 -0.1032
H 1.578 2.526 1.821 -0.1260
H 6.087 3.519 -4.062 0.3550
H -7.139 -3.930 0.260 -0.0543
H 1.334 3.544 3.906 0.1996
H -3.930 -2.894 -2.869 -0.3799
H -4.991 -1.950 1.244 0.0566
H 2.077 -1.718 4.418 -0.7870
H -1.301 6.628 -3.945 0.3646
H -9.285 -6.910 -0.199 0.3614
C 0.040 4.170 -9.263 -1.2130
H -1.377 -1.557 8.176 0.4303
H 4.052 -2.984 -0.588 0.4037
C 1.976 -2.859 -2.167 2.4386
H -2.616 1.306 1.728 -0.1713
H 4.734 -5.045 7.670 0.3052
H -9.399 -5.391 0.518 0.3080
H 7.123 5.062 -1.347 0.2722
H -0.746 -4.121 4.433 0.4077
H -0.333 4.380 -8.260 0.0870
C 3.681 -2.957 6.309 -0.3264
H -4.133 -3.224 -0.375 0.0626
H 3.118 -1.496 2.589 -0.8466
C 2.885 3.221 0.216 0.8021
C -7.186 -2.463 2.887 -0.5816
H -7.690 -2.331 1.930 0.1833
H 1.790 -1.195 5.855 0.2497
O -0.632 2.536 -4.536 -0.4011
H 3.656 -0.267 7.470 0.3249
H 3.100 2.671 -8.483 0.4429
H -1.502 3.534 -3.033 -0.3333
O 5.042 -3.424 6.378 -0.3856
C 0.897 -3.533 1.422 3.4588
H 3.895 -0.073 2.255 0.0036
H -2.421 4.299 2.335 0.5818
C 2.596 -1.594 -2.852 -2.0183
H 0.012 -2.437 -2.878 0.1459
C 4.510 5.709 -3.345 -1.4027
C -0.623 0.690 4.383 -0.0043
H -0.020 5.706 2.475 0.1834
C -0.185 1.271 5.679 0.5955
N 2.435 -1.056 5.091 0.8823
C -0.293 -1.565 8.063 -1.1347
O -4.821 -1.843 -4.355 -0.4025
H 6.635 1.153 -1.247 0.3448
N -2.163 2.541 -0.435 0.4714
H 6.429 6.471 -1.610 0.2803
H 0.606 -4.383 5.529 0.3184
H 1.506 1.832 4.796 0.0799
O 0.210 1.052 -0.147 2.1970
H -9.031 -5.410 -1.178 0.3627
C 4.784 1.362 -3.712 -0.7707
H -2.887 -0.147 -0.857 -0.0214
C 4.054 -1.146 2.154 -0.8037
H 6.374 2.950 -2.471 0.2870
C -3.745 -1.977 -3.429 0.0449
H 6.228 -5.090 6.630 0.2672
O 2.597 4.338 2.439 -0.5109
H 1.176 0.020 1.410 0.1338
H 4.289 0.532 6.085 0.3674
C -1.823 4.017 1.468 -0.2799
H -8.445 -1.726 6.024 0.3808
H -1.921 4.001 -4.644 0.3221
H -9.959 -2.598 2.933 0.2799
H -0.635 1.394 -2.962 -0.1144
H -1.898 -0.778 -1.902 -0.4339
N 3.009 -3.870 -2.217 -0.5925
H 4.942 -1.514 2.668 0.5283
H 1.025 -3.603 -3.791 0.4147
H -1.393 1.944 -0.167 -0.3070
H 3.526 1.893 -6.382 0.4216
C 0.388 -0.045 0.659 -0.2401
C -4.414 -1.806 -5.732 -0.7034
H 3.115 2.093 -1.437 -1.1617
H -1.445 6.679 2.417 0.3704
H -0.765 2.182 5.832 0.3912
H -4.491 0.746 -3.868 0.4912
H -1.635 3.204 -0.984 -0.2554
H -3.589 3.864 0.281 0.5032
O 0.874 -2.984 3.932 0.1677
H 5.391 0.718 -3.076 0.2072
C -6.603 -4.751 -0.216 -0.5192
N 6.598 5.573 -2.042 -0.7658
H -0.164 6.895 1.199 0.2845
H 1.894 5.166 0.001 0.5225
H 2.383 2.099 -5.063 -0.5690
H -5.321 -1.808 -6.337 0.2867
H 0.974 2.100 -3.221 -0.1477
C 5.616 3.439 -3.083 -1.1223
C 1.413 -3.854 2.853 -1.5715
H -1.051 -3.297 0.363 0.5105
N 2.129 4.245 -10.459 -0.7538
H 7.263 1.300 0.313 0.4530
O 1.816 2.941 -6.888 -0.0925
H 2.392 4.390 -1.502 -0.4260
H 3.265 -3.303 0.766 0.3030
H 2.697 -4.593 -1.584 0.3579
H -4.737 -0.753 -1.999 0.3952
H 3.250 2.377 2.203 0.3660
H 2.293 -1.569 -3.899 0.6941
H 3.026 -3.598 5.719 0.2008
H -1.709 0.598 4.405 0.5343
C -4.195 -4.310 -0.309 -0.5118
H 2.933 3.600 4.477 0.3377
H -4.065 -4.740 -1.302 0.6469
O 0.092 -4.385 -2.003 -0.4297
N -7.126 -6.498 1.423 -0.7743
C -4.861 -1.924 2.326 -0.4600
H 1.719 0.675 5.817 0.1249
H -4.082 -1.199 2.564 0.2041
H -1.719 -4.267 -2.999 0.1180
H 0.749 -5.422 0.810 0.5375
C 2.533 3.041 1.721 -0.3833
H 0.780 -4.411 -0.367 -0.0686
H 3.887 0.748 -3.793 -0.0906
O -6.052 -1.549 3.027 -0.3009
H 1.930 3.458 -11.059 0.2670
C -7.650 -1.901 5.299 -1.4421
H 1.926 1.043 -6.408 0.4350
H -6.858 -6.796 -0.629 0.2878
C 5.183 -4.791 6.710 -0.7503
O -1.379 5.218 0.824 -0.3119
C 1.556 4.036 -9.106 0.5521
H -7.076 -7.506 1.477 0.2691
C 6.338 1.456 -0.242 -1.2550